Record 1
This record from OMol25 describes a cluster of 3 separate species, H6O3 in total. The level of theory is ωB97M-V with the def2-TZVPD basis set.

Geometry as XYZ:
```
9
Properties=species:S:1:pos:R:3:mulliken_charge:R:1
O 0.561 2.536 1.893 -0.64
H 0.430 1.973 1.130 0.36
H -0.304 2.597 2.298 0.31
O -0.432 -2.238 -1.250 -0.64
H -1.180 -2.500 -0.714 0.31
H -0.504 -2.773 -2.041 0.31
O 0.329 0.477 -0.320 -0.65
H -0.068 -0.391 -0.242 0.34
H 1.167 0.319 -0.754 0.30
```

Values from the calculation:
SMILES: O.O.O
Frontier orbital gap: 11.2 eV
Energy relative to the best compared isomer or geometry (same formula, charge and spin): 7.8 kcal per mole
HOMO level: -10.7 eV

***

Record 2
This record from OMol25 describes a cluster of 3 separate species, H6O3 in total in a non-equilibrium geometry. The level of theory is ωB97M-V with the def2-TZVPD basis set.

Geometry as XYZ:
```
9
Properties=species:S:1:pos:R:3:mulliken_charge:R:1
H 1.045 -0.228 -1.312 0.40
H -0.266 -0.763 -0.760 0.31
H 2.501 -2.150 -1.813 0.30
H 1.094 -1.940 -1.279 0.35
H -2.721 2.454 3.213 0.32
H -1.786 1.937 2.132 0.31
O 0.150 -0.468 -1.578 -0.72
O 1.984 -1.573 -1.240 -0.65
O -2.000 2.730 2.636 -0.64
```

Values from the calculation:
SMILES: O.O.O
Frontier orbital gap: 11.3 eV
Energy relative to the best compared isomer or geometry (same formula, charge and spin): 32.4 kcal per mole
HOMO level: -10.7 eV

***

Record 3
This record from OMol25 describes a cluster of 3 separate species, H6O3 in total in a non-equilibrium geometry. The level of theory is ωB97M-V with the def2-TZVPD basis set.

Geometry as XYZ:
```
9
Properties=species:S:1:pos:R:3:mulliken_charge:R:1
O 11.033 18.162 5.305 -0.72
H 11.895 18.354 4.857 0.42
H 10.684 17.687 4.480 0.29
O 13.337 18.055 3.741 -0.71
H 13.399 17.246 3.137 0.34
H 14.298 17.864 4.161 0.35
O 11.560 15.892 7.191 -0.66
H 11.295 16.555 6.609 0.37
H 11.673 16.178 8.132 0.31
```

Values from the calculation:
SMILES: O.O.O
Frontier orbital gap: 11.1 eV
Energy relative to the best compared isomer or geometry (same formula, charge and spin): 20.6 kcal per mole
HOMO level: -10.8 eV

***

Number 1: calculated total energy -229.31262 a.u., LUMO level 0.448 eV. Number 2: calculated total energy -229.27343 a.u., LUMO level 0.590 eV. Number 3: calculated total energy -229.29219 a.u., LUMO level 0.279 eV.